[1]
Below is a structure of composition C39H83F2N6O11S2V in a non-equilibrium geometry, with properties calculated with ωB97M-V with the def2-TZVPD basis set.

Each line ends with the Mulliken charge.
Geometry (Å):
O1 -0.10 1.95 0.05  -1.033
V1 0.02 1.05 -1.31  0.364
O2 0.69 -0.31 -0.83  0.701
N1 -0.48 1.72 -3.41  -0.366
S1 -0.96 0.73 -4.59  0.687
O3 -0.84 1.27 -5.86  -0.605
O4 -2.14 0.11 -4.17  -0.627
F1 0.11 -0.33 -4.37  -0.146
S2 -0.77 3.28 -3.48  0.847
O5 -1.38 3.60 -4.69  -0.616
O6 0.24 3.99 -2.75  -0.508
F2 -2.00 3.16 -2.51  -0.193
C1 -5.87 5.78 3.19  -1.831
C2 -5.29 4.35 2.87  1.535
C3 -4.19 4.47 1.84  -1.495
C4 -3.48 3.15 1.70  0.100
C5 -2.84 2.81 3.03  -0.517
C6 -3.87 2.61 4.12  2.288
N2 -4.62 3.92 4.15  -0.064
O7 -5.76 3.78 5.08  -0.534
C7 -4.70 1.35 3.85  -1.636
C8 -3.17 2.48 5.45  -1.941
C9 -6.52 3.55 2.44  -1.618
H1 -5.02 6.34 3.46  0.504
H2 -6.60 5.80 4.02  0.337
H3 -6.26 6.23 2.28  0.449
H4 -4.57 4.85 0.92  0.504
H5 -3.48 5.21 2.24  0.343
H6 -2.76 3.12 0.91  0.262
H7 -4.24 2.42 1.41  -0.152
H8 -2.11 3.58 3.30  0.453
H9 -2.21 1.87 2.90  -0.563
H10 -5.03 1.32 2.81  0.155
H11 -4.20 0.41 4.10  0.409
H12 -5.66 1.36 4.47  0.308
H13 -2.63 3.38 5.84  0.409
H14 -3.85 2.24 6.24  0.544
H15 -2.42 1.72 5.49  0.292
H16 -7.18 4.26 1.94  0.437
H17 -7.07 3.11 3.27  0.379
H18 -6.35 2.66 1.83  0.282
H19 -5.33 3.73 5.94  0.402
C10 0.79 -1.10 4.33  -1.280
C11 1.88 -0.21 3.70  1.736
C12 3.14 0.06 4.58  -1.396
C13 4.09 -1.23 4.62  -0.549
C14 4.49 -1.61 3.31  -1.247
C15 3.27 -1.92 2.35  1.592
N3 2.40 -0.77 2.36  0.776
O8 1.29 -1.06 1.54  0.597
C16 3.71 -2.01 0.86  -1.096
C17 2.63 -3.26 2.65  -1.459
C18 1.27 1.13 3.34  -1.548
H20 0.38 -1.92 3.71  0.105
H21 -0.08 -0.48 4.69  0.175
H22 1.26 -1.49 5.28  0.397
H23 3.73 0.92 4.30  0.353
H24 2.77 0.21 5.57  0.546
H25 3.42 -1.94 5.11  0.282
H26 4.88 -1.02 5.37  0.402
H27 5.09 -2.50 3.33  0.470
H28 5.13 -0.89 2.81  0.300
H29 2.83 -2.21 0.21  -0.399
H30 4.04 -0.99 0.52  -0.142
H31 4.44 -2.80 0.74  0.668
H32 1.93 -3.50 1.83  -0.103
H33 3.43 -4.01 2.62  0.504
H34 2.18 -3.39 3.61  0.417
H35 0.37 1.10 2.72  -0.009
H36 2.00 1.77 2.79  0.080
H37 0.93 1.63 4.28  0.500
H38 1.42 -0.70 0.68  -0.531
C19 3.45 1.14 -4.50  -1.580
C20 3.72 0.43 -3.03  1.275
C21 5.24 0.39 -2.99  -1.366
C22 5.88 1.74 -2.74  -0.791
C23 5.32 2.22 -1.40  -1.335
C24 3.78 2.36 -1.24  1.551
N4 3.18 1.12 -1.89  0.073
O9 1.85 1.41 -2.26  2.046
C25 3.53 2.32 0.28  -1.218
C26 3.29 3.60 -1.85  -1.615
C27 3.23 -0.99 -3.06  -1.598
H39 2.48 0.84 -4.93  0.288
H40 4.23 0.92 -5.22  0.440
H41 3.47 2.25 -4.45  0.343
H42 5.60 -0.26 -2.16  0.263
H43 5.47 -0.14 -3.94  0.591
H44 5.71 2.45 -3.52  0.338
H45 6.96 1.65 -2.62  0.501
H46 5.70 3.20 -1.04  0.373
H47 5.51 1.49 -0.58  0.343
H48 2.43 2.15 0.43  -0.314
H49 4.03 1.48 0.73  0.394
H50 3.67 3.33 0.70  0.420
H51 3.29 3.47 -2.92  0.126
H52 2.23 3.74 -1.55  0.213
H53 3.82 4.44 -1.49  0.676
H54 3.76 -1.56 -2.32  0.507
H55 3.46 -1.57 -3.97  0.550
H56 2.17 -1.16 -2.79  -0.511
H57 1.90 1.94 -3.07  -0.008
C28 -2.31 -5.29 -2.51  -1.898
C29 -1.67 -3.96 -2.87  1.643
C30 -1.38 -3.16 -1.57  -0.176
C31 -0.27 -3.78 -0.75  -0.874
C32 0.95 -3.89 -1.68  -0.324
C33 0.71 -4.71 -3.01  1.457
N5 -0.45 -4.16 -3.66  0.746
O10 -0.71 -4.98 -4.81  -0.567
C34 1.95 -4.42 -3.95  -1.487
C35 0.69 -6.25 -2.70  -2.017
C36 -2.62 -3.14 -3.76  -1.760
H58 -2.63 -5.80 -3.39  0.411
H59 -3.16 -4.98 -1.84  0.367
H60 -1.69 -5.94 -1.92  0.369
H61 -1.11 -2.14 -1.89  -0.770
H62 -2.31 -3.02 -0.97  0.865
H63 -0.57 -4.81 -0.57  0.756
H64 -0.03 -3.31 0.23  -0.250
H65 1.83 -4.35 -1.16  0.495
H66 1.34 -2.96 -2.11  -0.645
H67 2.19 -3.33 -3.91  -0.041
H68 2.80 -4.94 -3.50  0.409
H69 1.69 -4.79 -4.91  0.621
H70 0.15 -6.48 -1.82  0.430
H71 0.15 -6.82 -3.45  0.397
H72 1.72 -6.55 -2.71  0.462
H73 -3.47 -2.79 -3.14  0.166
H74 -2.98 -3.65 -4.64  0.462
H75 -2.08 -2.26 -4.07  0.341
H76 -0.57 -4.44 -5.56  0.322
C37 -1.89 -0.20 0.95  0.738
C38 -2.53 -0.03 -0.39  0.108
O11 -1.80 0.27 -1.40  0.494
N6 -3.84 -0.26 -0.46  0.066
C39 -4.66 -0.03 -1.69  -0.807
H77 -2.62 -0.49 1.70  0.921
H78 -1.58 0.84 1.19  -0.998
H79 -0.98 -0.77 0.89  -1.181
H80 -4.31 -0.60 0.35  0.268
H81 -5.30 0.82 -1.66  0.315
H82 -5.24 -0.92 -1.89  0.394
H83 -3.98 0.18 -2.54  0.112

[2]
Below is a cluster of 7 separate species, C39H86F2N4O11PS2 in total in a non-equilibrium geometry, with properties calculated with ωB97M-V with the def2-TZVPD basis set.

Each line ends with the Mulliken charge.
Geometry (Å):
N1 1.49 2.14 0.01  -0.819
S1 0.93 1.07 0.98  0.761
O1 1.83 0.02 1.40  -0.595
O2 -0.45 0.73 0.74  -0.515
F1 0.77 2.04 2.22  -0.258
S2 2.17 1.02 -1.10  0.406
O3 1.47 -0.13 -1.57  -0.324
O4 3.59 0.92 -1.01  -0.609
F2 1.97 2.01 -2.33  -0.263
C1 3.12 6.15 -2.10  -1.285
C2 3.16 5.22 -0.90  0.665
O5 4.13 4.61 -0.55  -0.397
N2 1.92 4.80 -0.25  1.188
H1 1.11 4.77 -0.92  0.544
H2 1.94 3.78 -0.06  -0.386
C3 1.62 5.57 1.02  -0.956
H3 4.08 6.01 -2.60  0.396
H4 3.01 7.18 -1.77  0.334
H5 2.38 5.90 -2.86  0.311
H6 0.86 4.97 1.53  0.374
H7 1.18 6.52 0.75  0.346
H8 2.47 5.65 1.69  0.361
C4 -0.05 -9.44 3.50  -1.299
C5 0.64 -8.08 3.26  -0.534
C6 -0.33 -6.92 3.23  -0.169
C7 0.44 -5.68 2.71  -0.929
N3 -0.47 -4.45 2.85  0.710
C8 -1.86 -4.58 2.15  -0.543
C9 -2.23 -3.33 1.44  -0.162
C10 -1.06 -2.36 1.70  0.691
C11 0.11 -3.21 2.13  -1.204
C12 -0.69 -4.04 4.30  -1.092
H9 -0.58 -9.41 4.46  0.333
H10 0.65 -10.27 3.45  0.386
H11 -0.81 -9.54 2.73  0.337
H12 1.29 -8.12 2.38  0.393
H13 1.34 -7.82 4.06  0.338
H14 -0.83 -6.84 4.20  0.277
H15 -1.13 -7.16 2.53  0.362
H16 0.77 -5.69 1.68  0.378
H17 1.27 -5.48 3.38  0.343
H18 -2.51 -4.80 3.00  0.244
H19 -1.82 -5.43 1.47  0.326
H20 -3.18 -2.95 1.82  0.260
H21 -2.28 -3.37 0.35  -0.057
H22 -1.37 -1.71 2.53  0.023
H23 -0.75 -1.71 0.89  -0.217
H24 0.87 -2.75 2.76  0.505
H25 0.58 -3.45 1.17  0.136
H26 -1.16 -3.05 4.29  0.452
H27 0.22 -4.04 4.91  0.343
H28 -1.32 -4.78 4.78  0.374
C13 0.90 4.04 5.50  -1.730
C14 1.57 2.75 5.12  0.586
C15 3.01 2.86 4.59  -0.190
C16 3.37 1.59 3.80  0.285
N4 4.77 1.63 3.17  0.490
C17 4.72 2.65 1.99  0.267
C18 5.82 2.26 1.01  -0.633
C19 6.08 0.81 1.31  -0.841
C20 5.07 0.38 2.36  -0.232
C21 5.87 1.89 4.14  -0.979
H29 1.55 4.86 5.81  0.427
H30 0.17 3.83 6.28  0.464
H31 0.27 4.44 4.70  0.300
H32 0.98 2.19 4.39  -0.693
H33 1.55 2.03 5.94  0.499
H34 3.65 2.92 5.47  0.382
H35 3.06 3.69 3.88  0.196
H36 2.66 1.30 3.02  -1.247
H37 3.44 0.69 4.43  0.624
H38 4.68 3.69 2.31  0.681
H39 3.78 2.47 1.47  -0.618
H40 6.73 2.86 1.01  0.530
H41 5.43 2.26 -0.01  0.221
H42 7.13 0.65 1.57  0.309
H43 5.89 0.13 0.48  0.402
H44 5.50 -0.37 3.03  0.524
H45 4.13 -0.01 1.96  -0.053
H46 6.83 1.59 3.75  0.346
H47 5.63 1.22 4.97  0.385
H48 5.78 2.89 4.54  0.313
C22 0.56 -3.99 -2.17  -1.167
C23 -0.11 -3.33 -3.37  -0.778
C24 -1.22 -2.42 -2.80  0.952
C25 -2.24 -1.88 -3.84  -1.523
P1 -2.70 -0.15 -3.63  0.264
C26 -4.19 0.14 -4.61  -1.066
C27 -4.55 1.61 -4.74  -0.591
C28 -5.96 1.83 -5.27  -0.730
C29 -6.20 1.29 -6.69  -1.167
C30 -3.02 0.17 -1.86  -0.053
C31 -4.34 -0.33 -1.25  -0.711
C32 -4.51 0.20 0.18  -0.097
C33 -5.90 -0.07 0.78  -1.402
C34 -1.31 0.85 -4.19  0.410
C35 -0.77 0.50 -5.60  -0.664
C36 0.50 1.27 -5.90  -0.290
C37 1.10 0.88 -7.25  -1.374
H49 -0.11 -4.67 -1.64  0.327
H50 1.00 -3.23 -1.52  0.098
H51 1.39 -4.56 -2.58  0.481
H52 -0.47 -4.17 -3.97  0.433
H53 0.59 -2.79 -4.01  0.324
H54 -0.79 -1.56 -2.29  -0.597
H55 -1.72 -2.94 -1.98  0.078
H56 -3.12 -2.53 -3.82  0.585
H57 -1.84 -1.99 -4.85  0.754
H58 -5.06 -0.36 -4.18  0.687
H59 -3.96 -0.31 -5.58  0.710
H60 -3.81 2.16 -5.34  0.411
H61 -4.47 2.08 -3.76  0.255
H62 -6.16 2.90 -5.33  0.417
H63 -6.68 1.48 -4.52  0.362
H64 -5.44 1.70 -7.35  0.300
H65 -7.24 1.38 -6.99  0.396
H66 -6.00 0.21 -6.71  0.277
H67 -3.01 1.26 -1.89  0.560
H68 -2.13 -0.19 -1.33  -0.266
H69 -4.25 -1.42 -1.14  0.245
H70 -5.16 -0.04 -1.91  0.472
H71 -4.22 1.25 0.27  0.572
H72 -3.77 -0.31 0.81  -0.166
H73 -5.95 -1.09 1.17  0.292
H74 -6.58 0.19 -0.03  0.340
H75 -6.22 0.62 1.56  0.397
H76 -0.49 0.85 -3.47  -0.786
H77 -1.59 1.91 -4.11  0.907
H78 -1.51 0.69 -6.38  0.359
H79 -0.42 -0.53 -5.54  0.206
H80 1.17 1.09 -5.06  0.118
H81 0.38 2.36 -5.86  0.447
H82 2.02 1.43 -7.46  0.414
H83 0.44 1.23 -8.04  0.329
H84 1.27 -0.19 -7.20  0.313
O6 -0.77 2.60 -1.59  0.270
C38 -1.15 3.88 -1.88  0.504
O7 -0.28 4.76 -1.56  -0.914
O8 -2.25 4.08 -2.39  -0.693
H85 -0.03 2.76 -1.02  0.396
O9 -0.62 0.94 4.31  -0.358
C39 -1.08 1.88 5.22  0.867
O10 -1.85 2.76 4.77  -0.763
O11 -0.56 1.92 6.36  -0.748
H86 -1.21 1.24 3.60  0.079

Values from the calculation:
total charge: +1

Number 1: highest occupied orbital energy -0.3023 Ha. Number 2: highest occupied orbital energy -0.3034 Ha.